# C30H50OP4Ti

A molecular structure, C30H50OP4Ti in a non-equilibrium geometry (wB97M-V/def2-TZVPD, the Open Molecules 2025 dataset).

Its net charge is +3. Its expectation value of S² is 0.776. For the HOMO energy (alpha / beta), the calculation gives -15.865 / -15.877 eV. For the molar mass, the calculation gives 598.49 g/mol. For the HOMO-LUMO gap (alpha / beta), the calculation gives 5.426 / 4.985 eV. As for the spin multiplicity: 2. The energy above the lowest of the compared OMol25 structures with the same formula, charge and spin comes out at 287.80 kJ/mol.

Each line ends with the Löwdin charge.
Geometry (Å):
Ti  -0.97  1.10  -1.16  0.828
P  0.34  0.16  2.85  0.869
P  -2.56  -0.22  0.39  0.795
P  2.20  1.27  -0.21  0.825
H  -3.34  2.38  -2.56  0.096
C  -2.23  2.41  -2.59  -0.057
C  -1.56  1.21  -3.04  -0.205
H  -2.06  0.24  -2.94  0.051
C  0.28  1.47  4.05  -0.182
C  -0.68  -1.21  3.33  -0.191
C  2.01  -0.46  2.78  -0.185
C  -3.83  0.11  -0.88  -0.235
C  -3.04  -1.92  0.82  -0.202
C  -3.27  0.76  1.78  -0.218
C  2.69  2.07  -1.80  -0.263
C  3.79  0.35  0.04  -0.238
C  2.54  2.64  0.99  -0.239
H  -2.02  3.27  -3.25  0.123
H  -0.60  1.34  -3.57  0.122
H  0.40  1.01  5.03  0.080
H  -0.68  1.99  3.97  0.073
H  1.10  2.18  3.85  0.073
H  -0.29  -1.58  4.29  0.098
H  -0.61  -2.04  2.61  0.025
H  -1.73  -0.94  3.47  0.052
H  2.73  0.25  2.38  0.012
H  2.07  -1.39  2.20  0.041
H  2.28  -0.68  3.82  0.100
H  -4.80  0.18  -0.36  0.086
H  -3.86  -0.68  -1.65  0.060
H  -3.64  1.08  -1.37  0.007
H  -4.12  -1.95  1.02  0.088
H  -2.52  -2.30  1.70  0.033
H  -2.83  -2.60  -0.01  0.024
H  -4.31  0.42  1.94  0.079
H  -3.28  1.83  1.52  0.062
H  -2.70  0.64  2.71  0.021
H  3.79  2.12  -1.84  0.061
H  2.27  3.08  -1.88  0.008
H  2.33  1.47  -2.65  0.029
H  4.57  0.79  -0.58  0.063
H  3.67  -0.70  -0.25  0.006
H  4.12  0.38  1.08  0.046
H  3.24  3.35  0.54  0.074
H  2.98  2.26  1.91  0.038
H  1.61  3.17  1.24  0.031
C  -0.61  3.83  -0.22  -0.424
C  -0.95  4.95  0.56  0.004
C  -0.26  6.15  0.40  -0.039
C  0.74  6.24  -0.58  -0.051
C  0.96  5.16  -1.45  -0.069
C  0.15  4.04  -1.39  -0.099
O  -0.89  2.58  0.18  -0.268
H  -0.07  0.95  1.72  0.008
H  -1.76  4.88  1.29  0.123
H  -0.50  7.04  0.99  0.128
H  1.34  7.16  -0.69  0.130
H  1.74  5.22  -2.23  0.130
H  0.10  3.32  -2.21  0.079
C  1.24  -1.43  -2.76  -0.245
P  0.35  -1.54  -1.18  0.950
C  -0.84  -2.90  -1.67  -0.373
C  -1.96  -2.52  -2.44  -0.150
C  -3.06  -3.37  -2.56  -0.069
C  -3.00  -4.66  -2.03  -0.044
C  -1.82  -5.12  -1.44  -0.031
C  -0.72  -4.25  -1.31  -0.069
C  1.49  -2.63  -0.18  -0.373
C  1.01  -3.30  0.97  -0.165
C  1.86  -4.00  1.83  -0.062
C  3.22  -4.12  1.52  -0.038
C  3.70  -3.57  0.33  -0.033
C  2.83  -2.86  -0.52  -0.108
H  0.51  -1.27  -3.56  0.058
H  1.77  -2.37  -2.96  0.074
H  1.95  -0.60  -2.74  0.022
H  -1.97  -1.57  -2.96  0.073
H  -3.95  -3.03  -3.08  0.124
H  -3.86  -5.33  -2.09  0.127
H  -1.72  -6.14  -1.08  0.128
H  0.22  -4.64  -0.92  0.112
H  -0.06  -3.31  1.18  0.088
H  1.46  -4.47  2.74  0.129
H  3.89  -4.64  2.20  0.128
H  4.75  -3.70  0.05  0.131
H  3.25  -2.47  -1.44  0.102